# CHF2IO

A cluster of 2 separate species, CHF2IO in total at a distorted geometry (ωB97M-V with the def2-TZVPD basis set, the Open Molecules 2025 dataset).

Geometry as ORCA input:
```
! wB97M-V def2-TZVPD RIJCOSX def2/J DEFGRID3
* xyz 0 1
O 1.71586 0.85513 -2.08243
C 1.03137 1.40961 -2.83235
F 1.55712 2.35915 -3.70374
F -0.26890 1.35869 -3.04733
I 0.87973 -1.30085 0.65641
H 1.58993 -1.03097 2.16912
*
```

Results
HOMO level = -9.95 eV
gap between HOMO and LUMO = 10.2631 eV
SMILES = O=C(F)F.I
ΔE to the lowest compared entry with this formula, charge and spin = 0.234 eV
energy = -611.36434 Eh

***

# CHF2IO

A cluster of 2 separate species, CHF2IO in total (ωB97M-V with the def2-TZVPD basis set, the Open Molecules 2025 dataset).

Geometry as ORCA input:
```
! wB97M-V def2-TZVPD RIJCOSX def2/J DEFGRID3
* xyz 0 1
O 2.29943 2.19585 -0.76839
C 2.40809 1.37108 0.05289
F 1.75697 1.40033 1.20629
I 3.66248 -0.31934 -0.03634
F 0.22670 -0.63287 0.14953
H -0.61978 -0.30828 -0.06799
*
```

Results
HOMO level = -10.26 eV
gap between HOMO and LUMO = 10.4426 eV
SMILES = O=C(F)I.F
ΔE to the lowest compared entry with this formula, charge and spin = 0.106 eV
energy = -611.36907 Eh

***

# CHF2NO2S

A cluster of 2 separate species, CHF2NO2S in total at a distorted geometry (ωB97M-V with the def2-TZVPD basis set, the Open Molecules 2025 dataset).

Geometry as ORCA input:
```
! wB97M-V def2-TZVPD RIJCOSX def2/J DEFGRID3
* xyz 0 1
C -2.38015 -0.05775 0.17463
N 0.63773 1.04131 1.11065
O -2.11645 0.08771 1.32433
O -1.01013 1.65130 -0.83102
F -3.25201 0.67314 -0.47973
F -1.89398 -0.99594 -0.58876
S 0.32136 1.78637 -0.23472
H -0.13282 0.64635 1.48218
*
```

Results
HOMO level = -11.55 eV
gap between HOMO and LUMO = 10.4724 eV
ΔE to the lowest compared entry with this formula, charge and spin = 0.329 eV
energy = -841.83287 Eh

***

# CHF2NO3

The molecule CHF2NO3 at a distorted geometry (ωB97M-V with the def2-TZVPD basis set, the Open Molecules 2025 dataset).

Geometry as ORCA input:
```
! wB97M-V def2-TZVPD RIJCOSX def2/J DEFGRID3
* xyz 0 1
O 1.83452 0.69247 -0.04283
N 0.63914 0.68403 0.02011
O -0.07537 1.64091 -0.06493
C -0.21440 -0.71649 0.13204
O -1.39874 -0.35719 -0.21129
F 0.49279 -1.49649 -0.81021
F 0.07967 -1.14957 1.38558
H -1.35761 0.70233 -0.40846
*
```

Results
HOMO level = -11.97 eV
gap between HOMO and LUMO = 11.5371 eV
SMILES = O=[N+]([O-])C(O)(F)F
ΔE to the lowest compared entry with this formula, charge and spin = 0.811 eV
energy = -518.80619 Eh

***

# CHF2NO3

A cluster of 2 separate species, CHF2NO3 in total at a distorted geometry (ωB97M-V with the def2-TZVPD basis set, the Open Molecules 2025 dataset).

Geometry as ORCA input:
```
! wB97M-V def2-TZVPD RIJCOSX def2/J DEFGRID3
* xyz 0 1
C 0.77017 -0.11975 -0.82449
N 0.02157 0.04161 0.41671
O -0.17585 -1.06581 1.16019
O -0.31884 1.12768 0.82623
O 1.13805 -1.17415 -1.19162
F -1.76619 1.87188 0.36625
F 1.00711 1.06363 -1.28930
H -0.67602 -1.74509 0.53603
*
```

Results
HOMO level (spin up / spin down) = -10.82 / -11.61 eV
gap between HOMO and LUMO (spin up / spin down) = 9.3762 / 9.9250 eV
ΔE to the lowest compared entry with this formula, charge and spin = 3.951 eV
energy = -518.69078 Eh

***

# CHF2NS

A cluster of 2 separate species, CHF2NS in total at a distorted geometry (ωB97M-V with the def2-TZVPD basis set, the Open Molecules 2025 dataset).

Geometry as ORCA input:
```
! wB97M-V def2-TZVPD RIJCOSX def2/J DEFGRID3
* xyz 0 1
C -1.88289 1.30454 -0.57550
N 1.10625 -0.97901 -0.00432
F 1.54369 0.32574 -0.15355
F 0.29950 -1.20699 -1.06863
S -1.46811 1.53416 0.86805
H 0.40156 -0.97843 0.93395
*
```

Results
HOMO level = -10.96 eV
gap between HOMO and LUMO = 10.6838 eV
ΔE to the lowest compared entry with this formula, charge and spin = 1.738 eV
energy = -691.14461 Eh

***

# CHF2O2S

A cluster of 2 separate species, CHF2O2S in total at a distorted geometry (ωB97M-V with the def2-TZVPD basis set, the Open Molecules 2025 dataset).

Geometry as ORCA input:
```
! wB97M-V def2-TZVPD RIJCOSX def2/J DEFGRID3
* xyz -1 1
C -0.48507 0.75461 -0.12889
O -1.54786 -3.42393 -2.73192
O -1.53190 -3.48724 -0.28926
F 0.28591 1.21834 -1.21738
F -1.43466 -0.10191 -0.73900
S -1.15011 -2.74510 -1.49381
H 0.19068 0.08066 0.43177
*
```

Results
HOMO level (spin up / spin down) = -1.61 / -2.46 eV
gap between HOMO and LUMO (spin up / spin down) = 4.0108 / 5.4235 eV
ΔE to the lowest compared entry with this formula, charge and spin = 2.003 eV
energy = -787.05525 Eh

***

# CHF2OS2

The ion CHF2OS2 with charge -1 at a distorted geometry (ωB97M-V with the def2-TZVPD basis set, the Open Molecules 2025 dataset).

Geometry as ORCA input:
```
! wB97M-V def2-TZVPD RIJCOSX def2/J DEFGRID3
* xyz -1 1
C 0.36234 0.72502 -0.39743
O 1.10734 -1.22307 -2.37310
F -0.81563 0.72278 -1.09264
F 0.75890 2.05435 -0.39963
S 2.16534 -1.78393 0.29734
S 1.87475 -0.59430 -1.18551
H 0.23453 0.45109 0.66066
*
```

Results
HOMO level = -3.60 eV
gap between HOMO and LUMO = 7.3679 eV
ΔE to the lowest compared entry with this formula, charge and spin = 0.560 eV
energy = -1110.07744 Eh

***

# CHF3InO2S

A structure of composition CHF3InO2S at a distorted geometry (ωB97M-V with the def2-TZVPD basis set, the Open Molecules 2025 dataset).

Geometry as ORCA input:
```
! wB97M-V def2-TZVPD RIJCOSX def2/J DEFGRID3
* xyz 1 1
S -1.49008 0.41704 -0.23015
O -1.58571 0.80893 1.33822
O -0.78006 1.80001 -0.73833
In -0.99065 2.57706 0.97452
C 0.70060 -0.92311 -0.25327
F 0.21811 -1.66852 -1.25974
F 0.43922 -1.51374 0.91778
H 1.14685 0.07282 -0.37232
F 2.34171 -1.57049 -0.37671
*
```

Results
HOMO level (spin up / spin down) = -15.61 / -15.68 eV
gap between HOMO and LUMO (spin up / spin down) = 7.1395 / 7.2060 eV
ΔE to the lowest compared entry with this formula, charge and spin = 2.123 eV
energy = -1076.60394 Eh

***

# CHF3N2

A cluster of 2 separate species, CHF3N2 in total at a distorted geometry (ωB97M-V with the def2-TZVPD basis set, the Open Molecules 2025 dataset).

Geometry as ORCA input:
```
! wB97M-V def2-TZVPD RIJCOSX def2/J DEFGRID3
* xyz 0 1
C -1.09729 0.47973 -0.93615
N -2.09980 -0.15474 -2.86145
N -0.47298 -0.60260 -0.35723
F -0.20679 1.45689 -1.25981
F -2.04099 -1.51831 -3.04707
F -1.17236 -1.47054 0.40585
H 0.48675 -0.75791 -0.08345
*
```

Results
HOMO level (spin up / spin down) = -10.20 / -9.32 eV
gap between HOMO and LUMO (spin up / spin down) = 8.8982 / 8.6293 eV
ΔE to the lowest compared entry with this formula, charge and spin = 10.464 eV
energy = -447.47155 Eh

***

# CHF3N2O3

The molecule CHF3N2O3 at a distorted geometry (ωB97M-V with the def2-TZVPD basis set, the Open Molecules 2025 dataset).

Geometry as ORCA input:
```
! wB97M-V def2-TZVPD RIJCOSX def2/J DEFGRID3
* xyz 0 1
O -1.00007 -1.65048 -0.90497
N 0.11887 -1.26459 -0.83697
O 1.10347 -1.67207 -1.34270
N 0.37769 -0.23782 0.09358
O 1.57010 0.55723 -0.02323
C -0.86279 0.75674 0.50182
F -1.56255 0.15298 1.37272
F -0.29392 1.89392 0.95191
F -1.51757 1.08231 -0.60215
H 2.06675 0.38179 0.78998
*
```

Results
HOMO level = -11.40 eV
gap between HOMO and LUMO = 11.6916 eV
SMILES = O=[N+]([O-])N(O)C(F)(F)F
ΔE to the lowest compared entry with this formula, charge and spin = 0.372 eV
energy = -673.34803 Eh

***

# CHF3O

A cluster of 2 separate species, CHF3O in total at a distorted geometry (ωB97M-V with the def2-TZVPD basis set, the Open Molecules 2025 dataset).

Geometry as ORCA input:
```
! wB97M-V def2-TZVPD RIJCOSX def2/J DEFGRID3
* xyz 0 1
C 1.43299 0.32462 0.09709
O 0.27229 0.26050 0.55188
F 1.84926 -1.46758 -0.21348
F 2.40724 0.71057 0.84123
F 1.57890 0.66751 -1.18212
H -0.39993 -0.38283 0.35554
*
```

Results
HOMO level = -11.86 eV
gap between HOMO and LUMO = 12.1531 eV
ΔE to the lowest compared entry with this formula, charge and spin = 1.888 eV
energy = -413.49150 Eh